This record from the Open Molecules 2025 dataset describes a 10-piece molecular cluster, C40H42F6N4O8 overall at a distorted geometry. The level of theory is ωB97M-V with the def2-TZVPD basis set.

The geometry in XYZ format:
```
100
Properties=species:S:1:pos:R:3:forces:R:3
C 6.5014 3.7902 -2.9171 0.01 0.05 -1.75
N 7.1876 2.5438 -3.2245 0.31 -1.60 0.88
O 8.3879 2.5020 -3.3633 0.25 0.52 -0.25
O 6.4710 1.5669 -3.2376 -0.27 -0.72 -0.45
H 5.4916 3.4409 -2.6612 0.42 0.95 0.20
H 6.5870 4.2948 -3.9028 -0.58 0.24 0.75
H 7.1349 4.2925 -2.2169 -0.20 0.45 0.67
C 2.8326 2.2130 2.1540 -0.48 1.00 -1.09
N 2.5851 2.5897 0.6954 -0.96 0.06 -0.14
O 1.5250 3.1092 0.3631 0.43 -0.16 0.83
O 3.4385 2.2869 -0.0992 0.60 -0.17 -0.21
H 2.4909 3.0871 2.7473 0.10 -0.94 -0.20
H 3.8979 2.0512 2.1790 0.20 -0.15 0.39
H 2.2694 1.2835 2.2677 0.01 0.30 0.39
C 5.1633 -0.5730 -0.9256 -0.71 -0.04 1.22
N 5.6518 0.2598 0.2565 -1.22 -0.76 -2.44
O 5.2419 -0.0690 1.3468 0.28 0.36 0.50
O 6.3531 1.1928 -0.0424 0.35 0.35 0.88
H 5.1369 -1.5838 -0.6098 0.39 -1.05 0.37
H 5.7302 -0.4063 -1.7824 1.45 0.37 -1.05
H 4.1499 -0.3730 -1.2251 -0.50 0.83 0.53
C -1.9048 2.6721 2.4993 1.02 1.33 -0.07
N -2.1868 1.3827 3.0827 2.29 -2.11 0.62
O -1.2307 0.7685 3.6070 -1.26 1.19 -0.45
O -3.2703 0.9018 2.9378 -1.27 -0.25 0.06
H -1.8510 3.4266 3.3095 -0.17 -0.45 -0.52
H -2.6501 2.8891 1.7522 -0.36 0.16 0.05
H -0.9226 2.5896 2.0216 -0.18 0.08 0.17
F 0.0973 -6.5617 3.8594 0.08 0.46 -0.48
C -0.3174 -5.2725 3.7777 1.41 1.06 -0.11
C 0.5793 -4.2274 3.4161 -0.19 -1.52 0.92
C 0.1498 -2.9234 3.5863 -0.63 0.09 0.47
C -1.1444 -2.6479 4.0407 -0.23 0.03 -0.11
C -1.9857 -3.7088 4.3617 -2.05 2.03 0.19
C -1.5798 -4.9903 4.2214 -0.12 -2.01 0.18
H 1.6359 -4.4433 3.2404 -0.50 -0.05 -0.17
H 0.8518 -2.1118 3.5116 0.20 0.12 -0.35
H -1.5154 -1.6250 4.1453 0.36 -0.30 0.02
H -3.0479 -3.5099 4.7150 1.55 -0.19 -0.42
H -2.2057 -5.8305 4.5171 0.03 0.19 -0.07
F -3.8368 2.5774 -1.9169 0.55 0.14 -0.15
C -4.8368 2.7520 -1.0320 -0.49 -0.33 -1.31
C -5.7697 3.7304 -1.3209 -0.31 -0.10 3.15
C -6.8051 3.8599 -0.3236 1.01 0.02 -0.90
C -6.8491 3.0179 0.7866 0.81 0.13 -0.79
C -5.8398 2.0480 0.9581 -1.79 -0.49 2.08
C -4.8889 1.8518 0.0131 1.63 -0.03 -0.13
H -5.4438 4.5624 -1.9129 -0.49 0.03 -0.87
H -7.4898 4.6960 -0.4349 -0.08 -0.22 0.13
H -7.5818 3.1647 1.5585 -0.24 0.00 0.09
H -5.8741 1.4405 1.9062 0.21 0.56 -1.25
H -4.0314 1.1641 0.1296 -0.78 0.21 -0.03
F 2.1643 0.0758 -2.2011 -0.49 0.41 -0.45
C 1.0424 0.0283 -1.4510 -1.26 -0.57 0.35
C 1.2341 -0.3605 -0.1322 1.43 -0.23 0.48
C 0.1766 -0.5802 0.7082 -1.43 0.14 -0.40
C -1.1359 -0.3926 0.2294 -0.31 -0.85 1.16
C -1.3577 -0.0152 -1.0641 1.46 1.07 -1.19
C -0.2582 0.2119 -1.9492 0.43 -0.09 0.27
H 2.2599 -0.5592 0.2435 -0.66 0.22 -0.43
H 0.3047 -0.9361 1.7109 0.22 -0.04 0.30
H -2.0180 -0.6810 0.8441 0.88 0.54 -0.26
H -2.3471 0.2539 -1.3862 -0.28 -0.32 -0.32
H -0.4116 0.5016 -2.9955 0.03 -0.07 0.50
F -1.7537 3.3639 -6.8023 0.29 0.24 0.15
C -1.0940 3.5639 -5.6161 -3.52 0.87 -1.51
C 0.1172 3.0490 -5.4967 0.89 -1.63 -2.54
C 0.7257 3.1041 -4.3121 1.29 0.14 2.52
C 0.1172 3.7945 -3.2619 0.49 -0.33 0.93
C -1.1602 4.3704 -3.4374 1.13 -0.24 1.77
C -1.7964 4.2270 -4.6388 0.38 0.70 -0.02
H 0.4958 2.5253 -6.3725 0.20 0.02 0.28
H 1.6514 2.5410 -4.1874 -0.05 0.45 0.25
H 0.6785 3.7964 -2.2950 -0.88 0.22 -0.78
H -1.6504 4.8597 -2.5741 0.36 -0.20 -0.73
H -2.6940 4.7795 -4.8300 -0.55 -0.33 -0.25
F 3.2644 -2.7855 2.7345 0.61 -0.04 0.09
C 3.7719 -3.4380 1.6642 -0.37 -0.34 -1.16
C 2.8607 -3.8226 0.6815 1.60 -0.14 -0.62
C 3.3986 -4.4028 -0.4873 -0.27 0.17 1.12
C 4.7589 -4.6966 -0.6170 -0.27 0.49 0.53
C 5.6571 -4.3124 0.3826 -2.36 -0.33 0.23
C 5.1379 -3.6799 1.5100 -0.33 0.72 0.04
H 1.8030 -3.6447 0.7530 -0.17 0.12 0.20
H 2.6483 -4.6350 -1.2161 0.14 -0.34 -0.65
H 5.1487 -5.2074 -1.4678 -0.02 -0.26 -0.59
H 6.6569 -4.6490 0.3455 1.07 0.18 -0.10
H 5.8016 -3.2163 2.1988 0.44 -0.03 0.82
F -6.1571 -1.3863 2.2021 -0.18 0.33 0.97
C -5.4278 -2.0907 1.3410 -1.18 -0.03 -1.42
C -6.0774 -2.4931 0.1771 1.37 -0.62 0.02
C -5.3344 -3.1267 -0.7838 -0.93 -0.18 -1.26
C -3.9646 -3.2939 -0.6976 1.06 -0.53 -1.33
C -3.3347 -2.9265 0.4569 0.22 0.39 2.13
C -4.1187 -2.3296 1.5398 2.66 -0.14 -0.32
H -7.0914 -2.3496 -0.0374 -1.38 0.39 0.26
H -5.8765 -3.4719 -1.6748 0.39 0.21 0.28
H -3.3807 -3.6652 -1.6002 -0.83 0.30 1.46
H -2.2386 -3.1272 0.5752 -1.19 0.45 0.07
H -3.6788 -1.9128 2.4720 -0.05 -0.60 -0.81
```
Forces are in eV/Å.

Computed properties:
Max |F|, eV Å⁻¹: 3.93
SMILES: C[N+](=O)[O-].C[N+](=O)[O-].C[N+](=O)[O-].C[N+](=O)[O-].Fc1ccccc1.Fc1ccccc1.Fc1ccccc1.Fc1ccccc1.Fc1ccccc1.Fc1ccccc1
E_HOMO, eV: -9.132
Gap between HOMO and LUMO, eV: 8.91